# C9H4Cl2N2O3RhTm

A molecular structure, C9H4Cl2N2O3RhTm at a distorted geometry (ωB97M-V/def2-TZVPD, OMol25).

```
22
Properties=species:S:1:pos:R:3:mulliken_spin:R:1
Tm -0.1757 -1.3815 -3.8257 2.11
Rh -0.1387 -0.7020 -0.3283 1.08
Cl -0.8945 0.7011 -2.7128 0.02
Cl 0.3258 -2.6280 -1.7739 0.01
C -0.7137 -2.1659 0.4923 -0.09
C -0.3159 -0.9850 -6.3219 0.50
C 0.1540 -2.5698 -6.1890 0.57
O -0.9161 -3.1998 0.9979 -0.01
O -0.5061 -0.3937 -7.3500 0.44
O 0.3506 -3.2833 -7.1072 0.38
N 0.6946 4.0601 5.0496 0.48
C 0.5070 3.1366 4.3441 0.23
C 0.3292 1.9749 3.4185 0.04
C 1.4591 1.3784 2.8797 0.11
C 1.2741 0.3702 1.9093 -0.05
N 0.0360 0.1528 1.4380 0.13
C -1.1070 0.5410 2.0835 -0.06
C -0.9831 1.5377 3.0604 0.11
H 2.5112 1.6469 3.1705 -0.01
H 2.0800 -0.2558 1.4592 0.00
H -2.0623 0.0867 1.7715 0.01
H -1.9087 1.9786 3.5343 0.00
```

Output
charge: +4
2S+1: 7
expectation value of S²: 12.051
lowest unoccupied orbital energy (spin up / spin down): -0.56880 / -0.68438 hartree
gap between HOMO and LUMO (spin up / spin down): 6.641 / 5.620 eV

# C4H7IN

2 unconnected molecules or ions with the total composition C4H7IN at a distorted geometry (ωB97M-V/def2-TZVPD, OMol25).

```
13
Properties=species:S:1:pos:R:3:nbo_charge:R:1
C -0.2177 -0.9749 0.2680 0.15
C -1.3460 -1.4435 -0.2510 -0.39
C 0.6423 -0.5582 1.3686 -0.24
C 0.3076 2.0778 -0.9325 -0.36
N 0.9193 -0.3152 -0.0472 -0.53
I -1.6519 1.7127 -0.6894 0.58
H -1.4798 -1.5289 -1.3156 0.23
H -2.1006 -1.8835 0.3819 0.25
H 0.4011 0.3186 1.9559 0.21
H 1.2312 -1.3016 1.8918 0.23
H 0.8480 2.5662 -0.1412 0.23
H 0.7325 1.9823 -1.9160 0.23
H 1.7139 -0.6518 -0.5733 0.43
```

Output
charge: +1
2S+1: 1
lowest unoccupied orbital energy (spin up / spin down): -0.23258 / -0.23267 hartree
gap between HOMO and LUMO (spin up / spin down): 7.519 / 7.517 eV

# H4O2

2 unconnected molecules or ions with the total composition H4O2 (ωB97M-V/def2-TZVPD, OMol25).

```
6
Properties=species:S:1:pos:R:3:nbo_charge:R:1
O 23.9864 -24.6863 -11.0646 -0.94
H 23.2117 -24.1849 -10.7774 0.48
H 24.0908 -25.3812 -10.4037 0.48
O 25.4230 -22.2311 -11.0867 -0.96
H 24.9243 -23.0737 -11.1414 0.49
H 25.0293 -21.7498 -10.3522 0.46
```

Output
2S+1: 1
SMILES: O.O
lowest unoccupied orbital energy: 0.02095 hartree
gap between HOMO and LUMO: 11.514 eV

# C6H8NO3S

A gas-phase ion, C6H8NO3S (charge -1) at a distorted geometry (ωB97M-V/def2-TZVPD, OMol25).

```
19
Properties=species:S:1:pos:R:3:nbo_charge:R:1
C -1.3397 0.5677 2.5711 -0.90
S 0.3736 0.0869 2.3657 2.15
O 0.5182 -1.2428 2.9282 -0.99
O 1.2642 1.0664 2.9249 -0.96
C 0.6170 -0.0554 0.5537 -0.09
C 1.1671 -1.2505 0.0215 -0.48
C 1.0746 -1.4345 -1.3979 -0.19
C 0.7852 -0.3938 -2.2689 -0.38
C 0.6396 0.9806 -1.5836 -0.28
N 0.2069 0.9660 -0.1916 0.02
O -0.6487 1.8240 0.2097 -0.69
H -1.2254 1.5893 1.9874 0.32
H -1.8164 -0.2945 2.0809 0.24
H -1.4112 0.5384 3.6669 0.23
H 1.3482 -2.0824 0.6744 0.23
H 1.0268 -2.3635 -1.9677 0.19
H 0.2035 -0.7075 -3.1246 0.18
H 1.6251 1.4070 -1.5461 0.16
H -0.0536 1.8001 -1.9405 0.22
```

Output
charge: -1
2S+1: 1
SMILES: CS(=O)(=O)C1=CC=CCN1[O-]
lowest unoccupied orbital energy (spin up / spin down): 0.13077 / 0.13077 hartree
gap between HOMO and LUMO (spin up / spin down): 5.932 / 5.934 eV

It is found that the electronic energy values, taken in the order of the records, are -2794.73534; -508.64074; -152.87157; -911.98418 a.u..